No. 1
Entry from the OMol25 dataset: a cluster of 2 separate species, C8H12NOS in total (wB97M-V/def2-TZVPD).

```
23
Properties=species:S:1:pos:R:3:lowdin_charge:R:1
C -0.70748 -2.11273 -0.38898 -0.110
C -1.87489 -1.45729 -0.48356 -0.153
C 0.49770 -1.35824 -0.31577 0.034
C -0.40740 0.62937 -1.22050 -0.117
C 0.66880 1.57025 -1.19619 -0.218
C 1.71921 1.28364 -0.09623 -0.153
C 2.53243 -0.02976 -0.15560 -0.166
C 1.79832 -1.31965 -0.23848 -0.035
N -2.34310 0.45005 2.16272 0.034
O -3.07742 0.90500 -0.93521 -0.350
S -1.84301 0.36511 -0.45576 0.947
H -0.68621 -3.15804 -0.43694 0.118
H -2.92864 -1.81271 -0.48615 0.119
H 1.28678 1.17571 -2.08599 0.176
H 0.24670 2.52619 -1.30817 0.113
H 2.30015 2.16475 -0.11582 0.113
H 1.10458 1.09504 0.79305 0.116
H 3.20543 0.05308 -1.01012 0.131
H 3.18283 -0.10747 0.68113 0.120
H 2.49003 -2.14606 -0.35511 0.144
H -1.67480 1.05172 2.52432 0.007
H -2.18613 -0.45365 2.50828 0.015
H -3.30388 0.68569 2.61509 0.116
```

Output
Charge: +1
LUMO, Eh: -0.1982
Kohn-Sham gap, eV: 7.8
E_tot, hartree: -839.69809
2S+1: 1
E_HOMO, eV: -13.22
Maximum force, eV/Å: 4.838

---

No. 2
Entry from the OMol25 dataset: a cluster of 7 separate species, C15H34BINO13 in total (wB97M-V/def2-TZVPD).

```
65
Properties=species:S:1:pos:R:3:lowdin_charge:R:1
O -0.05274 -1.96982 0.29884 0.133
C -1.18921 -1.59212 0.16736 -0.485
O -2.21429 -2.06551 0.92050 0.113
C -1.63826 -0.52541 -0.81543 -0.025
C -0.47730 -0.02426 -1.70814 -0.039
N -0.08026 1.33870 -1.25783 0.060
C -0.75244 2.36625 -1.79525 -0.066
C -0.47429 3.61579 -1.39659 -0.575
I -1.50087 5.28722 -2.17924 1.115
C 0.50319 3.81928 -0.42830 -0.137
C 0.81855 5.21127 0.09161 -0.516
O 1.81964 5.80441 -0.19848 0.187
O -0.12786 5.73853 0.90443 0.100
C 1.19923 2.77056 0.07572 0.136
C 0.88429 1.50989 -0.36746 -0.236
O 1.57179 0.48030 0.14080 0.202
B 2.77138 0.28432 -0.64153 -0.756
O 2.71393 0.22827 -2.02345 0.198
O 3.95867 0.19258 -0.03205 0.251
H -1.84388 -2.17918 1.80703 0.140
H -1.99764 0.30502 -0.20659 0.142
H -2.46434 -0.88842 -1.42449 0.136
H -0.85447 0.02676 -2.72400 0.142
H 0.36067 -0.70342 -1.70248 0.117
H -1.51551 2.21020 -2.53919 0.143
H -0.95709 5.25048 0.80673 0.101
H 1.96426 2.88216 0.82730 0.175
H 2.52893 -0.69397 -2.24278 0.128
H 3.80111 -0.21623 0.83673 0.125
C 7.22370 0.17127 -1.17091 -0.163
O 8.20333 0.66437 -2.07834 -0.120
H 7.49050 -0.84817 -0.90376 0.080
H 7.20384 0.78597 -0.26664 0.077
H 6.23535 0.17394 -1.63723 0.062
H 7.96144 1.56444 -2.30820 0.071
C 3.41604 -3.73726 0.44951 -0.133
O 3.61597 -2.64104 1.35065 -0.129
H 3.85165 -3.47951 -0.51102 0.075
H 3.90583 -4.63091 0.83213 0.072
H 2.34691 -3.92762 0.32143 0.076
H 3.22785 -2.88590 2.19452 0.080
C -6.05493 -2.46396 0.71272 -0.148
O -5.31886 -1.79049 -0.31094 -0.135
H -7.11460 -2.35113 0.50306 0.077
H -5.80137 -3.52754 0.72034 0.082
H -5.83576 -2.02397 1.68589 0.067
H -4.38706 -1.89937 -0.10755 0.024
C 4.87447 -7.16093 -0.93947 -0.149
O 5.06415 -5.78179 -1.25451 -0.143
H 3.89495 -7.45907 -1.30401 0.078
H 5.63744 -7.77255 -1.42511 0.078
H 4.91650 -7.31637 0.14189 0.075
H 5.93288 -5.53185 -0.92881 0.078
C -3.19722 7.95225 0.36247 -0.169
O -2.05606 8.38681 1.09208 -0.114
H -3.94335 8.74058 0.40082 0.084
H -2.92728 7.76304 -0.68158 0.032
H -3.61224 7.04149 0.80751 0.075
H -1.39149 7.69432 1.05745 0.037
C -8.48840 -2.39905 3.46936 -0.155
O -7.73715 -1.20844 3.24013 -0.141
H -7.81975 -3.14427 3.89281 0.079
H -9.30191 -2.20895 4.17266 0.078
H -8.89976 -2.77982 2.53063 0.074
H -8.33808 -0.55858 2.86736 0.076
```

Output
Charge: +1
LUMO, Eh: -0.1684
Kohn-Sham gap, eV: 7.3
E_tot, hartree: -1947.16618
2S+1: 1
E_HOMO, eV: -11.85
Maximum force, eV/Å: 2.085

---

No. 3
Entry from the OMol25 dataset: the molecule C3H7NO2S (wB97M-V/def2-TZVPD).

```
14
Properties=species:S:1:pos:R:3:lowdin_charge:R:1
C -1.14323 -0.85803 0.44754 -0.555
C -1.08231 -1.30061 -0.93434 -0.072
C 1.95775 0.62888 0.95411 -0.229
N 0.85073 0.33066 0.09252 -0.409
O -1.43112 -1.40252 1.46758 0.076
O -0.70192 1.53406 -1.10602 -0.322
S -0.54604 0.96780 0.47569 1.031
H -0.53405 -0.52433 -1.48360 0.055
H -2.03735 -1.46992 -1.35315 0.083
H -0.56276 -2.26065 -0.98961 0.106
H 1.57111 1.42597 1.69455 0.070
H 2.83691 0.90799 0.40116 0.058
H 2.07123 -0.27019 1.59359 0.072
H -1.24895 2.29088 -1.26003 0.035
```

Output
Charge: 0
LUMO, Eh: 0.0109
Kohn-Sham gap, eV: 8.6
E_tot, hartree: -721.80654
2S+1: 1
E_HOMO, eV: -8.35
Maximum force, eV/Å: 3.078

---

No. 4
Entry from the OMol25 dataset: the molecule C4H7NO2 (wB97M-V/def2-TZVPD).

```
14
Properties=species:S:1:pos:R:3:lowdin_charge:R:1
C 1.58650 -0.44892 -0.94476 -0.035
C 0.32625 0.07158 -0.32082 -0.354
C 0.08193 1.37471 -0.13021 -0.081
O -0.85274 1.69464 0.85488 -0.066
C -1.69129 0.61979 0.74615 -0.072
N -0.68589 -0.74639 0.17845 -0.020
O 0.02183 -1.75378 0.99083 -0.062
H 1.41122 -1.28694 -1.62277 0.079
H 2.08951 0.34790 -1.50471 0.081
H 2.28149 -0.78997 -0.16731 0.084
H 0.51158 2.20681 -0.63123 0.116
H -2.40905 0.83976 -0.07744 0.131
H -2.12836 0.32036 1.68376 0.108
H -0.50570 -2.56466 0.88336 0.092
```

Output
Charge: 0
SMILES: CC1=COCN1O
LUMO, Eh: 0.0321
Kohn-Sham gap, eV: 9.1
E_tot, hartree: -361.71106
2S+1: 1
E_HOMO, eV: -8.19
Maximum force, eV/Å: 1.681